[1]
ORCA calculation (the ωB97M-V functional and the def2-TZVPD basis) on the molecule CH4BF in a non-equilibrium geometry.

Each line ends with the Mulliken charge.
Atoms and positions in Å:
B1 0.508 -0.535 0.181  0.167
C1 -0.880 0.478 0.065  -0.234
F1 -2.018 -0.286 -0.004  -0.264
H1 0.273 -1.556 -0.356  -0.034
H2 -0.811 1.048 -0.869  0.178
H3 -1.007 1.171 0.903  0.202
H4 1.710 -0.540 0.663  -0.014

As for the SMILES: BCF. The value obtained for the relative energy (zero: lowest compared OMol25 entry of this formula, charge and spin) is 11.4 kcal/mol. For the LUMO energy, the calculation gives -0.08 eV.

---

[2]
ORCA calculation (the ωB97M-V functional and the def2-TZVPD basis) on a cluster of 2 separate species, CH4BF in total in a non-equilibrium geometry.

Each line ends with the Mulliken charge.
Atoms and positions in Å:
B1 0.667 -0.758 -0.112  0.045
C1 0.340 0.664 0.112  -0.271
F1 -2.183 0.145 0.147  -0.470
H1 -0.355 -1.354 -0.031  0.091
H2 1.679 -1.192 -0.035  -0.010
H3 0.295 1.309 -0.825  0.263
H4 -0.442 1.186 0.743  0.351

The value obtained for the relative energy (zero: lowest compared OMol25 entry of this formula, charge and spin) is 99.0 kcal/mol. For the LUMO energy (alpha / beta), the calculation gives -1.98 / -2.87 eV.

---

[3]
ORCA calculation (the ωB97M-V functional and the def2-TZVPD basis) on the molecule CH4BF in a non-equilibrium geometry.

Each line ends with the Mulliken charge.
Atoms and positions in Å:
B1 -0.886 -0.643 -0.089  0.204
C1 0.447 0.389 0.005  -0.250
F1 1.693 -0.242 -0.099  -0.282
H1 -1.883 -0.125 -0.353  -0.020
H2 -0.542 -1.649 0.314  -0.024
H3 0.573 0.944 0.968  0.192
H4 0.599 1.327 -0.745  0.180

As for the SMILES: BCF. The value obtained for the relative energy (zero: lowest compared OMol25 entry of this formula, charge and spin) is 13.9 kcal/mol. For the LUMO energy, the calculation gives -0.19 eV.

---

[4]
ORCA calculation (the ωB97M-V functional and the def2-TZVPD basis) on a cluster of 2 separate species, CH4BrNO in total in a non-equilibrium geometry.

Each line ends with the Mulliken charge.
Atoms and positions in Å:
C1 -0.789 0.833 -1.162  -0.557
N1 0.787 -0.719 1.108  -0.144
O1 1.069 0.456 0.695  -0.338
Br1 -1.184 -0.884 -0.673  -0.048
H1 -0.264 0.941 -2.090  0.314
H2 -1.468 1.573 -0.794  0.314
H3 1.468 -1.441 0.873  0.230
H4 0.381 -0.760 2.043  0.229

The value obtained for the relative energy (zero: lowest compared OMol25 entry of this formula, charge and spin) is 58.1 kcal/mol. For the LUMO energy (alpha / beta), the calculation gives 0.41 / 0.32 eV.

---

[5]
ORCA calculation (the ωB97M-V functional and the def2-TZVPD basis) on a structure of composition CH4BrO in a non-equilibrium geometry.

Each line ends with the Mulliken charge.
Atoms and positions in Å:
Br1 3.104 21.003 15.230  -0.901
C1 4.504 21.480 18.041  -0.676
O1 4.515 22.302 16.949  -0.570
H1 4.341 20.404 17.993  0.265
H2 5.460 21.612 18.548  0.215
H3 3.720 21.698 18.765  0.250
H4 3.976 21.849 16.296  0.417

As for the charge: -1. The value obtained for the relative energy (zero: lowest compared OMol25 entry of this formula, charge and spin) is 29.2 kcal/mol. For the LUMO energy, the calculation gives 4.48 eV.

---

[6]
ORCA calculation (the ωB97M-V functional and the def2-TZVPD basis) on a cluster of 2 separate species, CH4BrOP in total in a non-equilibrium geometry.

Each line ends with the Mulliken charge.
Atoms and positions in Å:
C1 -0.433 -0.142 -0.418  -0.364
O1 -0.839 0.881 0.372  -0.442
P1 -0.877 -1.768 -0.109  -0.087
Br1 2.604 -0.017 0.655  -0.189
H1 -0.137 0.222 -1.415  0.510
H2 -0.370 1.671 0.093  0.367
H3 1.523 0.457 -0.168  0.215
H4 -1.470 -1.304 0.990  -0.009

As for the SMILES: [H]/P=C\O.Br. The value obtained for the relative energy (zero: lowest compared OMol25 entry of this formula, charge and spin) is 34.3 kcal/mol. For the LUMO energy, the calculation gives -0.05 eV.

---

[7]
ORCA calculation (the ωB97M-V functional and the def2-TZVPD basis) on a structure of composition CH4BrOP in a non-equilibrium geometry.

Each line ends with the Mulliken charge.
Atoms and positions in Å:
C1 -0.418 0.059 -0.539  -0.421
O1 0.345 -0.521 -1.588  -0.437
P1 0.914 -0.418 1.415  0.048
Br1 -0.577 2.101 -0.695  -0.158
H1 -1.334 -0.379 -0.304  0.505
H2 1.074 0.010 -1.787  0.352
H3 0.111 0.586 1.979  0.054
H4 -0.116 -1.437 1.518  0.056

The value obtained for the relative energy (zero: lowest compared OMol25 entry of this formula, charge and spin) is 44.6 kcal/mol. For the LUMO energy, the calculation gives -0.23 eV.

---

[8]
ORCA calculation (the ωB97M-V functional and the def2-TZVPD basis) on a cluster of 2 separate species, CH4Cl2NOP in total in a non-equilibrium geometry.

Each line ends with the Mulliken charge.
Atoms and positions in Å:
C1 0.347 0.265 0.414  -0.652
N1 -0.902 0.645 -0.329  -0.205
O1 -2.287 0.570 1.857  -0.470
P1 -2.358 0.382 0.431  0.784
Cl1 -3.777 1.328 -0.544  -0.086
Cl2 -3.293 -2.332 -0.485  -0.463
H1 -0.071 0.033 1.505  0.250
H2 0.670 -0.735 -0.037  0.287
H3 1.217 0.942 0.308  0.259
H4 -0.779 0.533 -1.356  0.297

The value obtained for the relative energy (zero: lowest compared OMol25 entry of this formula, charge and spin) is 50.9 kcal/mol. For the LUMO energy, the calculation gives -2.24 eV.

---

[9]
ORCA calculation (the ωB97M-V functional and the def2-TZVPD basis) on a structure of composition CH4Cl2NP in a non-equilibrium geometry.

Each line ends with the Mulliken charge.
Atoms and positions in Å:
C1 -0.375 0.115 -0.384  -0.861
N1 -0.179 1.256 0.436  -0.526
P1 -2.331 1.585 1.344  0.403
Cl1 -1.818 3.450 1.752  -0.147
Cl2 -3.200 1.590 -0.382  -0.124
H1 -0.450 -0.812 0.175  0.289
H2 -1.100 0.139 -1.086  0.385
H3 0.549 0.195 -0.946  0.324
H4 0.387 0.990 1.156  0.257

The value obtained for the relative energy (zero: lowest compared OMol25 entry of this formula, charge and spin) is 47.8 kcal/mol. For the LUMO energy (alpha / beta), the calculation gives -0.12 / -0.12 eV.

---

[10]
ORCA calculation (the ωB97M-V functional and the def2-TZVPD basis) on the molecule CH4Cl2SSi in a non-equilibrium geometry.

Each line ends with the Mulliken charge.
Atoms and positions in Å:
C1 0.339 -0.059 -1.024  -0.127
Si1 0.336 -0.200 0.905  0.458
S1 -1.885 0.225 1.241  -0.311
Cl1 1.981 -0.066 -1.751  -0.160
Cl2 -0.551 -1.483 -1.869  -0.171
H1 -0.233 0.748 -1.369  0.305
H2 0.544 -1.636 1.293  -0.061
H3 0.928 1.007 1.358  -0.065
H4 -1.458 1.464 1.216  0.133

As for the SMILES: S[SiH2]C(Cl)Cl. The value obtained for the relative energy (zero: lowest compared OMol25 entry of this formula, charge and spin) is 32.0 kcal/mol. For the LUMO energy, the calculation gives 0.47 eV.